# 1
DFT (ωB97M-V with the def2-TZVPD basis set) results for 11 unconnected molecules or ions with the total composition C5H35N2O10 in a non-equilibrium geometry.

XYZ file:
```
52
Properties=species:S:1:pos:R:3:forces:R:3:mulliken_charge:R:1
C -0.28876 -0.12918 -1.65923 -0.1 -1.0 0.9 -1.191
N -0.68019 0.58625 -0.40797 -1.0 0.9 -2.7 -0.009
C -1.89518 -0.11491 0.15074 1.6 -2.3 -2.1 0.160
C 0.81793 0.51998 -2.50998 -2.0 1.5 1.5 0.471
N 2.17243 0.63561 -1.49891 -3.7 -0.8 -3.2 0.007
C 3.10374 1.61326 -2.03684 0.3 1.9 -0.7 -0.977
C 1.11251 -0.24601 -3.71716 4.9 -3.6 -1.2 -1.286
H -1.21248 -0.42461 -2.25381 1.5 1.2 0.5 0.721
H 0.10343 -1.13875 -1.33893 -0.2 0.9 -0.3 0.247
H -0.95677 1.53879 -0.85151 0.1 -1.6 1.7 0.037
H -1.74471 -1.24553 0.35051 0.9 2.6 -0.5 -0.565
H -2.05983 0.27939 1.06164 -0.8 1.3 2.8 0.100
H -2.82913 -0.19521 -0.39005 -0.1 0.9 -1.0 0.440
H 0.47730 1.52070 -2.94926 0.9 -0.6 1.6 0.259
H 2.57528 -0.30606 -1.63760 -0.3 0.5 1.2 0.435
H 1.77035 0.85448 -0.54500 0.7 -0.6 -1.0 0.331
H 4.03936 1.16649 -2.22683 1.2 -0.7 0.5 0.393
H 2.91563 2.04279 -3.08858 -0.8 -0.4 1.9 0.332
H 3.19222 2.34904 -1.23392 0.3 0.4 -0.7 0.365
H 0.39534 -0.58792 -4.49611 0.1 1.3 0.8 0.370
H 2.08290 0.19865 -4.18220 -1.9 -0.4 0.1 0.251
H 1.56264 -1.30163 -3.42780 -1.0 1.7 -0.2 0.341
H 0.23475 -1.36818 3.53995 -0.1 -0.2 0.5 0.232
H 1.18717 -0.63096 4.55582 0.0 -0.2 0.3 0.272
O 1.05079 -0.87802 3.63994 -0.3 -0.6 0.1 -0.586
H -2.51359 -3.96056 1.12879 0.3 2.4 0.8 0.325
H -1.91928 -2.68252 0.41121 -1.1 -0.8 2.5 0.187
O -2.33661 -2.96350 1.31216 0.6 -2.7 -3.0 -0.651
H -1.95191 3.27077 2.90354 -1.3 0.1 2.0 0.319
H -1.89464 2.60951 1.57963 0.7 1.0 0.8 0.303
O -1.42244 3.27459 2.14656 0.7 -1.1 -2.7 -0.648
H -1.61306 -2.98103 -2.61578 0.2 0.0 -0.1 0.255
H -1.42906 -2.04349 -3.80966 0.5 -0.3 1.5 0.279
O -1.12166 -2.18487 -2.86711 -1.2 -1.3 -2.3 -0.552
H 1.20140 1.01294 2.56374 1.4 -0.2 -0.6 0.344
H 1.97481 -0.23419 2.06379 0.2 2.3 0.7 0.322
O 2.09954 0.75866 2.21622 -0.9 -1.1 -1.0 -0.690
H -4.41304 1.13529 2.32378 1.6 0.1 1.2 0.299
H -3.29142 0.45760 3.22558 -0.1 -0.1 -0.4 0.302
O -3.58664 1.30570 2.86887 -1.6 0.1 -1.0 -0.615
H -1.27804 -0.67051 3.62800 -0.4 0.0 0.1 0.262
H -1.93176 -1.88865 2.72291 0.4 3.0 0.3 0.381
O -1.76881 -0.85148 2.81849 -0.2 -3.0 0.4 -0.559
H 3.65001 0.18120 0.92889 1.1 -2.6 -2.3 0.389
H 3.55635 -1.41353 0.56192 0.8 1.6 -0.5 0.311
O 3.95141 -0.55406 0.20292 -1.9 0.9 3.0 -0.712
H 0.97981 -2.27819 1.94274 1.9 -2.2 -1.1 0.311
H 1.36196 -3.78905 1.58764 -0.8 -1.7 0.3 0.272
O 1.66807 -2.91530 1.51557 -0.9 3.9 0.6 -0.576
H -1.06624 4.64976 -1.37065 0.8 1.0 0.1 0.278
H -2.44352 4.14569 -1.53209 -2.0 0.5 -0.5 0.278
O -1.58838 3.87073 -1.30458 1.2 -1.7 0.4 -0.563
```
Forces are in eV/Å.

Results
- M: 283.34 u
- Energy relative to the best compared isomer or geometry (same formula, charge and spin): 727.7 kJ/mol
- Total charge: +1
- Frontier orbital gap: 9.50 eV



# 2
DFT (ωB97M-V with the def2-TZVPD basis set) results for 14 unconnected molecules or ions with the total composition C5H35NO15 in a non-equilibrium geometry.

XYZ file:
```
56
Properties=species:S:1:pos:R:3:forces:R:3:mulliken_charge:R:1
C -0.51500 -0.47321 0.44925 -0.4 0.0 -2.8 -0.942
N -0.31955 -0.25302 -0.92300 0.2 0.4 0.9 0.869
C -3.68645 0.67025 -0.82087 0.9 -0.2 -0.2 -1.175
C -2.43092 0.88702 -1.77028 -1.9 0.1 1.8 -0.294
C -1.47260 -0.31681 -1.81683 -0.3 -0.7 -0.5 0.509
C -0.99588 -0.37522 -3.28671 -0.3 0.5 1.0 -0.345
O -1.60404 -0.88828 -4.17895 0.0 -0.2 0.0 -0.493
O -1.62238 -0.81380 0.80856 0.3 -0.3 1.0 -0.457
H 0.40450 -0.34308 1.03720 -0.4 -0.1 0.3 0.601
H 0.35374 0.47658 -1.15900 0.0 -0.1 0.1 0.307
H -4.40230 -0.03853 -1.20151 -0.3 -0.4 -0.3 0.308
H -3.33869 0.32145 0.15134 -0.1 0.0 -0.1 0.216
H -4.20632 1.60692 -0.65765 -0.1 0.2 -0.2 0.412
H -2.84344 1.07153 -2.77525 0.5 0.5 0.4 0.401
H -2.04475 1.75640 -1.20089 0.7 -0.1 -1.3 0.060
H -2.02610 -1.24663 -1.57330 0.4 0.5 -0.2 0.093
H -0.11424 0.26367 -3.45607 0.4 -0.1 -0.3 0.258
H -0.96859 -1.81579 4.00771 -0.1 0.0 0.2 0.286
H -0.69836 -3.26430 3.77852 -0.1 -0.2 -0.2 0.302
O -1.29875 -2.56519 3.50065 0.2 0.0 0.3 -0.608
H 2.45200 3.73313 2.46335 0.2 -0.2 0.0 0.287
H 3.16569 3.66767 1.08308 0.0 0.0 0.3 0.293
O 2.33222 3.87692 1.52062 -0.1 0.4 -0.3 -0.625
H 3.95475 1.83163 -1.26649 -0.1 0.2 -0.2 0.294
H 2.60165 1.49423 -1.93631 0.3 0.1 0.0 0.374
O 3.50804 1.17375 -1.80947 0.5 0.0 0.2 -0.637
H -1.40565 -0.59331 2.81970 0.5 0.2 0.1 0.338
H -1.38666 0.82890 2.55286 0.2 0.5 0.3 0.309
O -0.96423 0.21186 3.15886 -0.6 -0.3 0.0 -0.688
H -4.13069 -2.32993 -0.16772 0.0 -0.1 -0.1 0.324
H -3.23897 -2.48128 1.04812 -0.2 -0.1 0.0 0.310
O -3.68592 -3.00283 0.35915 0.0 0.3 0.6 -0.721
H 0.54582 2.54284 -2.77091 1.1 -1.1 -0.5 0.319
H 0.53506 3.08304 -1.54242 0.9 0.0 1.7 0.307
O 1.07735 2.37840 -1.95995 -2.3 1.3 -1.1 -0.698
H -2.05552 -3.49387 -0.01911 0.2 0.3 -0.3 0.304
H -1.00145 -4.24666 -0.84951 -0.2 0.0 -0.1 0.289
O -1.16934 -3.39232 -0.43162 -0.4 -0.8 -0.3 -0.598
H 2.44811 0.30476 1.52092 0.3 0.3 0.3 0.503
H 1.88359 1.67828 1.24627 0.0 0.3 0.2 0.288
O 2.30169 1.17924 1.95355 0.0 -0.5 -0.9 -0.725
H 0.42569 -3.23815 -0.32375 0.6 -0.2 0.5 0.454
H 1.47964 -2.22347 -0.49814 0.1 -0.6 0.1 0.179
O 1.41086 -3.17663 -0.29852 -0.3 1.0 -0.4 -0.781
H 2.08804 -2.07587 -2.82450 -0.1 0.0 0.1 0.363
H 1.54787 -0.95058 -1.91301 0.4 -0.3 -0.4 0.220
O 2.16139 -1.13095 -2.64690 -0.3 0.0 0.0 -0.580
H 0.51924 3.56308 0.65225 -0.6 -0.2 -0.2 0.386
H 0.75279 4.87884 0.25037 -0.4 0.5 -0.5 0.305
O 0.08255 4.20469 0.05827 0.8 -0.3 0.5 -0.735
H 1.31014 -0.32453 4.30549 0.2 -0.3 0.2 0.305
H 2.26066 0.48324 3.54737 0.4 -0.6 0.3 0.329
O 2.26474 -0.30391 4.13454 -0.8 0.7 -0.1 -0.653
H 3.70739 -0.33051 -0.39511 -0.2 -0.1 -0.6 0.262
H 3.05048 -1.71783 -0.03121 0.5 0.2 0.1 0.299
O 3.00111 -0.76188 0.09691 -0.4 -0.3 0.7 -0.511
```
Forces are in eV/Å.

Results
- M: 349.33 u
- Energy relative to the best compared isomer or geometry (same formula, charge and spin): 350.0 kJ/mol
- Frontier orbital gap: 9.71 eV



# 3
DFT (ωB97M-V with the def2-TZVPD basis set) results for 15 unconnected molecules or ions with the total composition C5H36N2O14 in a non-equilibrium geometry.

XYZ file:
```
57
Properties=species:S:1:pos:R:3:forces:R:3:mulliken_charge:R:1
C 0.42675 -3.17934 -0.49760 -0.9 0.7 -0.4 -0.278
C -0.41651 -2.35753 -1.53462 2.1 0.1 0.9 -0.405
C -0.06450 -0.89455 -1.50141 -1.5 -0.3 -0.6 -0.399
C 0.90947 -0.16775 -0.90475 1.3 -2.2 1.3 0.589
N 0.82725 1.16148 -1.10953 -2.0 0.7 -1.5 -0.111
C -0.28849 1.24222 -1.85489 0.1 0.4 -2.5 -0.891
N -0.83941 0.02493 -2.19811 2.0 0.6 1.7 0.234
H 0.01119 -3.06618 0.52531 0.4 -0.4 -1.0 -0.394
H 1.45983 -2.84422 -0.44736 0.1 -0.1 -0.2 0.252
H 0.39096 -4.20216 -0.86300 0.1 -0.3 0.5 0.431
H -0.12449 -2.71884 -2.52615 -0.6 -0.1 0.0 0.389
H -1.45077 -2.53319 -1.27887 -0.4 0.1 -0.5 0.362
H 1.71827 -0.59995 -0.32848 -0.3 0.1 -0.1 -0.001
H -0.56417 2.06069 -2.53957 0.0 0.1 1.4 0.211
H -1.79679 -0.16142 -2.53109 0.0 0.4 0.0 0.417
H -0.89736 4.22723 -0.31297 -0.4 0.8 0.0 0.398
H -2.43794 4.53238 -0.76825 0.4 0.5 0.2 0.225
O -1.74563 3.88576 -0.64185 -0.2 -0.9 -0.3 -0.547
H -3.76904 -1.03393 -1.90289 0.1 0.8 -0.3 0.381
H -3.99325 0.48852 -2.17236 0.5 -0.7 -0.2 0.326
O -3.59803 -0.31927 -2.56109 -0.5 0.0 -0.1 -0.750
H 1.14867 3.93776 0.31589 0.1 0.1 0.0 0.346
H 0.11426 4.28910 1.36945 0.2 0.0 -0.1 0.369
O 0.57040 4.65905 0.59256 -0.1 -0.2 0.3 -0.779
H 3.91333 -1.80603 1.47266 0.0 -0.1 0.0 0.246
H 2.90181 -0.76665 0.98745 0.2 0.2 0.2 0.318
O 2.98475 -1.69491 1.24851 0.1 0.0 0.0 -0.606
H 2.01785 1.07992 2.69327 0.0 0.0 -0.3 0.406
H 0.94237 0.00800 3.00934 0.2 -0.1 0.0 0.324
O 1.18025 0.93297 3.15619 -0.2 -0.3 0.4 -0.759
H -2.14598 -3.77199 2.52590 0.2 0.1 -0.1 0.265
H -1.33945 -2.87122 1.54313 0.2 -0.3 0.4 0.073
O -2.20583 -3.00551 1.94555 -0.6 0.2 -0.2 -0.661
H 2.79078 1.94846 -1.62646 -0.5 0.3 0.9 0.324
H 4.07172 2.12666 -2.19042 0.8 0.4 0.4 0.343
O 3.63141 2.36867 -1.35996 -0.3 -0.6 -1.5 -0.633
H -0.54465 1.92364 0.85358 -0.3 0.0 0.1 0.274
H -0.04874 1.69200 2.28645 0.1 0.4 0.0 0.511
O -0.72947 2.18384 1.77232 0.3 0.0 -0.1 -0.837
H -2.71182 -1.11288 0.15621 -0.3 0.2 -0.1 0.124
H -3.63563 -2.29189 0.31303 -0.1 0.4 -0.2 0.317
O -3.54859 -1.46637 -0.19811 0.4 -0.8 0.6 -0.562
H 2.27353 1.66219 0.34589 -0.1 0.0 -0.2 0.388
H 3.67583 1.91445 0.92518 0.0 0.0 -0.3 0.236
O 2.89665 1.35834 1.01853 0.0 -0.3 0.8 -0.607
H -2.66236 2.09072 0.12712 0.8 0.9 -0.9 0.336
H -2.99544 0.75857 0.06930 0.3 -0.8 -0.6 0.263
O -2.51269 1.37476 -0.51309 -1.6 0.0 1.7 -0.478
H -2.13311 -0.92972 2.28283 0.6 -0.2 1.1 0.298
H -1.75846 0.74623 2.24802 0.4 -0.5 0.4 0.360
O -2.21224 -0.05040 1.93535 -1.2 0.3 -1.5 -0.614
H 0.92957 -2.91614 3.38084 0.1 0.0 0.0 0.248
H 1.48130 -2.56344 1.97013 0.0 0.1 0.3 0.297
O 0.66427 -2.70589 2.48230 0.0 0.1 0.1 -0.555
H 2.72686 -0.59899 -2.45422 0.2 -0.1 0.5 0.329
H 3.04151 -1.05554 -3.79992 0.5 -0.2 -0.2 0.332
O 3.47000 -0.99266 -2.93528 -0.7 0.3 -0.3 -0.675
```
Forces are in eV/Å.

Results
- M: 348.34 u
- Energy relative to the best compared isomer or geometry (same formula, charge and spin): 48.8 kJ/mol
- Frontier orbital gap: 8.75 eV



# 4
DFT (ωB97M-V with the def2-TZVPD basis set) results for 14 unconnected molecules or ions with the total composition C5H36NO13 in a non-equilibrium geometry.

XYZ file:
```
55
Properties=species:S:1:pos:R:3:forces:R:3:mulliken_charge:R:1
C -0.57822 0.43504 3.67883 3.3 1.0 -0.1 -1.578
C -1.47287 0.52495 2.47895 -1.8 0.5 1.7 0.031
C -0.90880 0.80610 1.15502 -2.2 -1.8 -0.9 -0.167
C -1.44415 0.16490 0.10828 -0.8 -1.0 0.9 -0.342
N -0.90705 0.32585 -1.18351 -0.7 -2.7 -2.4 0.985
C -1.00681 -0.57827 -2.15243 -2.3 0.3 2.5 -0.377
H 0.24834 -0.24619 3.68057 0.0 -1.7 -0.8 0.350
H -1.08182 0.22738 4.57602 -1.0 0.1 1.1 0.443
H 0.17750 1.25047 3.83996 -1.5 0.6 -0.1 0.330
H -2.14532 1.46057 2.77746 0.7 -2.4 -0.9 0.052
H -2.00826 -0.49274 2.45403 0.1 1.8 -0.1 0.153
H -0.27723 1.60494 1.00262 1.7 1.4 -0.2 0.929
H -2.41198 -0.46815 0.19653 2.4 0.9 -0.4 0.035
H -0.25428 1.05344 -1.36944 -0.1 0.8 0.3 -0.328
H -1.57598 -1.54616 -2.02896 -0.1 2.2 0.0 0.140
H -0.65998 -0.38408 -3.12536 1.0 0.4 -0.8 0.339
H 1.78728 -0.97635 1.07326 1.4 -1.2 0.4 0.173
H 2.28377 0.54984 0.94920 2.1 0.5 0.1 0.250
O 1.59175 -0.07021 0.95632 -3.1 1.0 -0.7 -0.245
H -1.71706 2.85974 -1.85918 -1.1 -0.3 0.1 0.311
H -3.07101 3.16278 -2.54023 0.2 -0.4 0.4 0.295
O -2.67234 2.57927 -1.86670 0.9 0.9 -0.5 -0.604
H -0.30513 -2.79807 0.50744 -0.9 2.6 -1.3 0.496
H -1.05343 -4.17857 0.39194 2.9 2.1 1.4 0.287
O -0.22761 -3.66783 0.78106 -1.2 -5.1 0.8 -0.776
H 2.12158 -2.15448 -2.85856 0.7 -2.6 1.8 0.258
H 2.26256 -1.38964 -3.97331 -0.4 1.1 -0.3 0.242
O 1.77958 -1.34632 -3.13052 0.1 1.6 -1.9 -0.477
H -2.32774 3.58942 2.03255 -0.5 -0.3 -0.9 0.270
H -3.09275 3.40411 0.62270 0.9 -0.2 0.9 0.269
O -2.51244 2.96827 1.29572 -0.7 1.0 -0.3 -0.568
H 2.72374 -3.40109 1.10751 -0.8 0.9 0.6 0.307
H 1.26957 -2.79929 1.61079 3.8 -0.3 0.0 0.318
O 2.32946 -2.62971 1.59028 -3.2 -1.3 -0.3 -0.739
H -4.94966 -0.21385 -0.31140 2.3 0.5 2.1 0.294
H -4.27018 0.87687 0.74063 0.4 -3.2 -1.3 0.325
O -4.15726 -0.10091 0.35513 -3.4 2.6 -0.6 -0.654
H 4.98442 -0.90164 0.58628 0.9 0.4 0.7 0.297
H 3.65721 -1.42045 0.97440 -6.8 -2.2 9.6 0.215
O 4.15677 -1.26671 0.34129 6.5 1.9 -10.5 -0.490
H -2.83922 -3.04033 0.74235 1.0 -0.2 -3.4 0.374
H -2.70939 -4.06445 -0.48270 -0.4 0.6 0.0 0.302
O -2.49734 -3.13644 -0.26059 -1.9 -0.4 2.9 -0.666
H 0.95509 -1.50324 -1.13240 -2.0 -1.8 0.1 0.233
H 0.31878 -2.94525 -1.43618 0.8 -1.8 -0.5 0.255
O 0.09955 -2.08690 -1.15044 2.9 3.0 0.8 -0.347
H 3.55969 2.73300 -1.96404 0.0 -1.0 -0.1 0.297
H 3.10933 1.27442 -1.51009 1.5 -2.9 0.1 0.246
O 2.88120 2.15333 -1.58130 -1.1 3.7 -0.7 -0.592
H 1.07487 3.60890 -1.76226 -2.2 -1.7 0.6 0.309
H 0.88532 2.11408 -1.89730 -0.3 1.3 0.3 0.280
O 0.34185 2.89683 -1.60749 2.4 0.9 -1.1 -0.702
H 2.71009 2.73208 1.19730 0.8 -0.5 0.2 0.300
H 3.76348 2.82645 0.19825 0.6 0.6 -1.5 0.304
O 3.59587 2.35713 0.98503 -1.5 -0.2 2.0 -0.644
```
Forces are in eV/Å.

Results
- M: 318.34 u
- Energy relative to the best compared isomer or geometry (same formula, charge and spin): 868.1 kJ/mol
- Total charge: +1
- Frontier orbital gap: 8.52 eV



# 5
DFT (ωB97M-V with the def2-TZVPD basis set) results for 13 unconnected molecules or ions with the total composition C5H37N2O13 in a non-equilibrium geometry.

XYZ file:
```
57
Properties=species:S:1:pos:R:3:forces:R:3:mulliken_charge:R:1
N -0.17357 1.52320 -0.57143 1.3 1.6 2.8 -0.089
C 1.31732 1.51339 -0.94949 -2.0 0.6 0.5 0.532
C 1.55679 2.89415 -1.48353 2.5 1.4 -1.3 -1.427
C 1.44059 0.46534 -2.07232 -4.7 0.4 2.1 0.288
N 2.61263 0.13198 -2.53824 4.4 -0.1 -0.4 0.211
C 2.63361 -0.64799 -3.80028 -0.4 2.7 1.3 -0.703
C 3.91486 0.54056 -1.79279 0.3 -2.1 -0.3 -0.466
O 0.41551 -0.09502 -2.52000 1.8 0.8 0.4 -0.521
H -0.72127 1.06583 -1.26506 -1.1 -0.2 -0.8 0.113
H -0.67145 2.45984 -0.12506 0.7 -2.0 -1.6 0.495
H -0.07527 0.99038 0.29886 -1.7 -0.5 0.5 0.208
H 1.82565 1.21343 0.00130 0.1 0.3 -1.0 0.266
H 1.13152 3.71617 -0.92297 -0.9 -0.3 0.3 0.470
H 1.20175 2.93972 -2.55421 0.5 0.3 1.1 0.379
H 2.63215 3.23942 -1.38233 -0.9 -0.8 -0.7 0.345
H 3.61276 -0.98319 -3.95085 1.3 0.0 -1.0 0.329
H 2.05760 0.02706 -4.46531 1.1 -0.2 -0.6 0.370
H 1.96997 -1.43560 -3.73219 -1.4 -2.0 0.5 0.391
H 4.14295 1.59615 -1.58058 -1.0 0.0 -0.7 0.304
H 4.71267 0.15497 -2.51838 -0.9 0.3 1.7 0.291
H 3.87001 0.09673 -0.68839 0.1 0.2 -2.4 0.228
H -3.18062 0.64771 1.83228 -1.1 0.3 0.0 0.363
H -4.58391 1.38795 2.16655 2.0 -1.1 -2.2 0.361
O -3.93789 1.09840 1.39796 -1.5 0.4 2.4 -0.761
H -1.52971 -1.12525 -2.51505 6.3 -3.4 0.2 0.295
H -2.47955 -0.44033 -1.69226 -0.4 -0.3 0.0 0.301
O -2.29746 -0.73763 -2.59259 -6.3 3.0 0.1 -0.595
H -1.57958 0.74424 2.49736 1.3 0.0 0.4 0.269
H 0.04029 0.58178 2.62831 -3.1 1.6 -1.2 0.301
O -0.74562 1.10929 2.13109 2.8 -1.5 0.7 -0.632
H 3.76850 -1.27479 1.57639 -0.7 0.0 0.4 0.355
H 2.44964 -0.70571 2.29816 0.4 -0.3 -0.2 0.203
O 2.89867 -0.85390 1.44377 0.2 0.7 -0.4 -0.493
H -2.84471 3.84150 0.46843 -0.2 1.4 0.1 0.281
H -3.21974 2.37246 0.73968 1.5 0.8 -1.0 0.400
O -2.53352 2.98118 0.25738 -0.4 -2.0 0.6 -0.666
H 0.72011 -1.81956 3.16007 -1.8 0.2 0.0 0.282
H -0.32689 -2.22012 2.17301 -0.4 -0.5 -0.6 0.308
O -0.24749 -1.66502 2.94607 2.2 0.0 0.6 -0.579
H 2.92591 -4.27150 0.63408 0.0 0.9 0.6 0.290
H 2.40907 -2.79087 0.62466 0.2 -0.6 0.4 0.276
O 2.97917 -3.41310 1.11363 -0.2 -0.7 -1.0 -0.582
H -0.14304 -4.48945 -0.02341 -0.6 1.9 1.8 0.288
H -1.30608 -4.15948 1.01882 2.7 1.4 -1.1 0.315
O -0.39936 -3.76477 0.65948 -2.2 -3.1 -0.7 -0.629
H 2.59360 0.95415 3.18561 -0.5 0.5 -0.6 0.317
H 2.31699 0.42071 4.47408 -1.5 -0.1 -0.5 0.297
O 1.80826 0.60424 3.63512 2.1 -0.3 1.1 -0.646
H -2.90883 1.04228 -2.91246 0.5 1.7 0.0 0.366
H -2.12908 1.86364 -3.88667 -0.5 0.5 0.9 0.299
O -2.52017 1.96660 -2.98453 0.2 -1.8 -1.0 -0.611
H -2.62474 -0.55553 4.45005 0.3 1.0 -1.0 0.278
H -2.70850 0.94067 4.52758 -0.6 2.4 1.9 0.260
O -2.49595 0.28316 3.92876 0.0 -3.5 -0.7 -0.543
H -3.87601 -2.91444 -0.63509 0.7 0.5 2.2 0.325
H -4.41912 -2.16583 0.63506 1.8 -1.1 -0.6 0.317
O -3.58733 -2.65394 0.31111 -2.5 0.6 -1.7 -0.625
```
Forces are in eV/Å.

Results
- M: 333.35 u
- Multiplicity: 2
- Energy relative to the best compared isomer or geometry (same formula, charge and spin): 542.3 kJ/mol
- Total charge: +2
- Frontier orbital gap (spin up / spin down): 9.32 / 4.26 eV